Here is a structure of composition C73H83BrN16OS at a distorted geometry from the OMol25 dataset. Energies are from ωB97M-V/def2-TZVPD.

## Properties
Gap between HOMO and LUMO ... 0.296 Ha
Energy relative to the best compared isomer or geometry (same formula, charge and spin) ... 0.000 eV
Multiplicity ... 1
Electronic energy ... -6754.9514 a.u.

Each line ends with the Mulliken charge.
Geometry (Å):
Br1 3.63322 1.64725 5.81378  -0.119
S1 -0.79933 4.51324 0.25763  -0.017
O1 2.86532 6.80248 3.16307  -0.222
N1 8.06198 7.13925 -2.45198  -0.566
N2 0.28559 -6.09589 -4.05591  -0.109
N3 3.65084 -3.54377 -2.97577  -0.485
N4 4.04273 -9.27121 -4.90979  -0.206
N5 1.60745 -7.76565 -0.28366  -0.371
N6 0.63878 5.05041 0.81594  -0.116
N7 0.97616 -0.46820 -0.51453  -0.493
N8 -7.67272 -1.72609 -2.77188  -0.372
N9 -4.08121 -4.00037 -1.75476  -0.132
N10 -4.04360 2.97156 8.16298  -0.250
N11 -4.94084 5.86583 4.12966  -0.308
N12 -5.10338 8.02836 5.01799  -0.707
N13 -3.38466 6.76775 5.90915  -0.597
N14 -1.26307 3.59919 1.50035  -0.204
N15 -2.92320 -5.55578 -8.31684  -0.496
N16 2.21208 8.97524 -2.38353  -0.581
C1 5.45070 -10.91433 -6.66322  -0.129
C2 -0.31233 3.63055 2.43417  0.192
C3 -2.22194 -4.88616 -4.16468  -0.124
C4 1.68154 -0.53384 -1.64570  -0.273
C5 0.79026 4.48153 1.99710  0.868
C6 5.76956 6.02164 -1.33150  -0.259
C7 3.56622 -5.76307 -2.06364  -0.514
C8 1.88919 4.61290 2.89613  -0.542
C9 -1.95273 -6.01042 -4.92626  -0.917
C10 -4.14949 -5.56801 0.06627  -0.775
C11 2.13592 7.04873 5.87739  -0.949
C12 -7.47847 -2.36889 -3.92394  -0.036
C13 2.21170 7.77227 -0.30426  0.003
C14 0.00258 -5.00752 -3.33162  0.365
C15 -0.68822 -6.57479 -4.83314  -0.478
C16 -5.57795 -3.66077 0.09515  -0.498
C17 1.04612 -9.94311 0.56019  -0.393
C18 0.79198 0.74143 0.01506  -0.614
C19 2.22887 3.80233 7.26455  -0.816
C20 1.78639 7.97451 -1.60953  -0.455
C21 -4.49822 6.91094 5.01376  0.452
C22 4.09000 -11.09091 -6.47205  -0.617
C23 1.59441 -8.67692 0.69109  -0.326
C24 1.88135 3.93301 4.06098  0.382
C25 1.28605 1.91110 -0.54172  0.152
C26 8.11180 6.00881 -1.74729  -0.234
C27 -3.65856 -5.12026 -1.14972  -0.002
C28 3.13442 8.65816 0.22489  0.052
C29 0.76917 2.29088 5.81105  -1.239
C30 3.89764 7.18868 4.06025  -0.863
C31 -0.32032 2.94582 3.69568  -0.055
C32 -3.04469 4.15105 4.20977  0.246
C33 -4.52878 4.51014 4.51050  -1.250
C34 -8.62378 -0.70879 -5.18432  -0.139
C35 -1.88769 -5.85039 -10.46092  -0.375
C36 -2.88429 2.69503 3.71334  -1.388
C37 0.47141 -9.35737 -1.67902  -0.835
C38 6.86566 7.71096 -2.59671  -0.334
C39 -0.69051 -4.76517 -8.70488  -0.608
C40 -5.02673 -3.29879 -1.12381  -0.451
C41 -1.80554 -4.95709 -7.90309  -0.153
C42 3.43677 -10.24492 -5.58953  -0.218
C43 5.35251 -9.11867 -5.10673  -0.053
C44 -7.92872 -1.90622 -5.15078  -0.591
C45 -2.94758 -5.98856 -9.57812  -0.204
C46 1.04987 -8.11811 -1.44833  0.229
C47 3.61595 6.79963 5.53299  -0.278
C48 -8.83826 -0.02523 -3.99865  -0.461
C49 -3.46267 2.54471 9.28529  -0.227
C50 3.58359 -4.38170 -1.93843  -0.450
C51 3.10040 9.81744 -1.85190  -0.388
C52 3.61773 -6.30540 -3.33664  0.111
C53 -5.12800 -4.82005 0.69918  -0.195
C54 -0.73645 -5.22380 -10.01084  -0.239
C55 0.78666 3.07922 4.49612  0.740
C56 3.59272 9.70339 -0.56136  -0.501
C57 2.01733 1.82083 -1.71509  -0.613
C58 -5.53335 1.09264 8.31186  -0.847
C59 -1.22732 -4.37002 -3.34821  -1.286
C60 -1.51505 2.09391 4.13424  -0.935
C61 7.00210 5.40978 -1.17028  -0.510
C62 -5.06216 2.24137 7.69687  0.159
C63 3.08414 5.51528 2.55017  -0.869
C64 2.22250 0.57382 -2.28167  -0.482
C65 6.09945 -9.90716 -5.96837  -0.706
C66 0.47222 -10.28630 -0.65231  -0.268
C67 -4.91300 0.66960 9.47537  -0.096
C68 -8.34243 -0.57398 -2.82636  -0.196
C69 3.70176 -4.09011 -4.19346  -0.428
C70 3.68655 -5.45569 -4.42772  -0.403
C71 5.69541 7.19807 -2.05878  -0.130
C72 -3.85411 1.40792 9.97535  -0.536
C73 2.02725 2.36938 6.69514  -0.446
H1 1.43634 6.40158 5.33462  0.023
H2 1.07575 -7.36124 -2.22462  0.401
H3 2.75596 4.04094 4.70129  0.125
H4 -5.85711 8.01746 4.32956  0.271
H5 -7.73976 -2.46975 -6.05430  0.359
H6 -2.89031 -5.67252 -1.67879  0.278
H7 1.06803 -10.64042 1.38692  0.375
H8 1.83079 6.94504 0.27738  0.400
H9 -2.64069 3.15561 9.64314  0.387
H10 -3.07514 2.59409 2.64127  0.393
H11 1.06667 7.30540 -2.06991  0.368
H12 2.78857 0.45968 -3.19611  0.426
H13 0.18891 -4.27071 -8.31482  0.389
H14 -2.70363 -6.44092 -5.57577  0.560
H15 6.85588 8.62802 -3.17611  0.376
H16 -1.96288 -6.22345 -11.47340  0.353
H17 -4.79770 4.33755 5.56066  0.381
H18 -3.77258 -6.48160 0.50621  0.394
H19 1.50073 4.46760 6.78231  0.127
H20 0.03147 -11.26553 -0.79509  0.390
H21 -5.35374 -2.40053 -1.63437  0.578
H22 -5.53453 -5.13847 1.65141  0.376
H23 5.81779 -8.31910 -4.53882  0.383
H24 3.75753 -3.38488 -5.01664  0.339
H25 -9.37706 0.91245 -3.98239  0.352
H26 3.54693 -11.86614 -6.99537  0.367
H27 1.92784 6.97604 6.95505  0.359
H28 1.10266 2.86646 -0.06757  0.386
H29 4.31529 10.41348 -0.18184  0.396
H30 3.07963 5.71669 1.46774  -0.267
H31 -3.64369 2.09287 4.24595  0.642
H32 1.90214 8.08547 5.58048  0.424
H33 -5.51554 2.60632 6.78180  0.337
H34 5.99803 -11.55323 -7.34516  0.374
H35 4.75203 7.70563 -2.20522  0.392
H36 2.42214 2.71140 -2.18142  0.475
H37 -2.48402 4.28366 5.15227  0.135
H38 3.49457 8.53641 1.23987  0.297
H39 -3.86960 -6.46956 -9.88695  0.370
H40 3.23553 4.17755 7.06310  0.212
H41 1.84535 1.71357 7.55433  0.566
H42 -1.40672 1.04667 3.80904  0.408
H43 3.90285 8.29256 4.05589  0.325
H44 0.03258 -9.58671 -2.64097  0.411
H45 -8.99359 -0.31333 -6.12220  0.363
H46 -2.60980 4.85660 3.48583  0.344
H47 -1.55285 2.06095 5.23251  0.297
H48 -3.53633 6.04657 6.60696  0.324
H49 7.16030 -9.73595 -6.09050  0.352
H50 3.72700 -5.84340 -5.43719  0.416
H51 -3.19540 -4.41499 -4.20513  0.601
H52 -6.34089 -3.04819 0.55574  0.384
H53 -1.81527 -4.61796 -6.87747  0.601
H54 4.87718 5.58756 -0.89576  0.530
H55 -3.34270 1.11079 10.88075  0.363
H56 -0.10504 2.53830 6.43452  0.416
H57 2.01410 3.80085 8.34039  0.372
H58 2.37126 -10.34291 -5.41032  0.381
H59 -4.73680 6.07135 3.15928  0.328
H60 0.11355 -5.09515 -10.66963  0.375
H61 7.10196 4.48966 -0.61002  0.374
H62 -6.36392 0.54408 7.88903  0.362
H63 -6.93218 -3.30359 -3.84788  0.384
H64 3.42646 10.62031 -2.50480  0.357
H65 -8.48326 -0.07268 -1.87473  0.355
H66 0.81378 -4.63935 -2.71072  0.322
H67 -5.25043 -0.22393 9.98556  0.382
H68 2.05102 -8.36398 1.62436  0.388
H69 0.21647 0.76414 0.93550  0.599
H70 -1.40338 -3.49338 -2.73960  0.589
H71 -5.14148 3.81232 3.91146  0.409
H72 3.54088 -3.91016 -0.96184  0.342
H73 1.81526 -1.53004 -2.05421  0.399
H74 4.88730 6.83538 3.73178  0.477
H75 4.03716 5.06053 2.84912  0.654
H76 9.09779 5.56813 -1.64498  0.347
H77 3.96286 5.77885 5.74528  0.148
H78 4.19895 7.48145 6.17534  0.455
H79 -2.56071 6.58105 5.34710  0.296
H80 3.60400 -7.37977 -3.47752  0.744
H81 3.51224 -6.39594 -1.18917  0.408
H82 -0.43066 -7.45931 -5.40779  0.488
H83 0.63716 1.23112 5.52898  0.459